one) Molecular formula: C4H6N2O2
Method: DFT, ωB97M-V/def2-TZVPD

Element x y z (Å)
C (-0.931, 1.097, -1.079)
C (-0.714, -0.154, -0.283)
C (-0.601, -1.052, 1.745)
C (0.666, -1.042, 1.273)
H (0.738, -0.205, -1.955)
H (-0.766, 2.077, -0.502)
H (-1.978, 1.053, -1.193)
H (-0.815, -1.560, 2.821)
H (1.571, -1.059, 2.034)
H (2.123, 0.913, -0.507)
N (-1.489, -0.692, 0.626)
N (0.568, -0.325, 0.104)
O (-0.114, 1.051, -2.395)
O (1.743, -0.101, -0.690)

The gap between HOMO and LUMO is 9.191 eV. The total charge is 0. The value obtained for the HOMO energy is -9.42 eV.

Here are the natural (NBO) charges for atoms 1 to 8, given in e: C -0.1285; C 0.2865; C -0.0852; C -0.1301; H 0.4824; H 0.1892; H 0.1993; H 0.2343

***

two) Molecular formula: C4H6N2O2
Method: DFT, ωB97M-V/def2-TZVPD

Element x y z (Å)
C (2.247, -0.155, 0.041)
C (-1.010, 0.959, -0.078)
C (-1.892, -0.376, -0.042)
C (0.193, -0.948, 0.011)
H (3.106, -0.325, -0.615)
H (2.481, 0.029, 1.093)
H (-1.244, 1.695, 0.691)
H (-0.929, 1.429, -1.109)
H (-2.533, -0.365, 0.887)
H (-2.514, -0.370, -0.940)
N (0.187, 0.403, 0.407)
N (-0.907, -1.560, -0.034)
O (1.340, 0.937, -0.230)
O (1.475, -1.351, -0.081)

The gap between HOMO and LUMO is 10.285 eV. The total charge is 0. Its structure (SMILES) is C1CN2OCOC2=N1. The value obtained for the HOMO energy is -9.31 eV.

Here are the natural (NBO) charges for atoms 1 to 8, given in e: C 0.1996; C -0.2606; C -0.2428; C 0.6337; H 0.1992; H 0.1623; H 0.2116; H 0.2032

***

Most stable structure - two); separation to the second - 453.5 kJ/mol.

***

one) Molecular formula: C4H6N2O2
Method: DFT, ωB97M-V/def2-TZVPD

Element x y z (Å)
C (-1.468, 0.506, 0.781)
C (0.031, 0.658, 0.492)
C (1.147, -0.933, -1.056)
C (-0.647, -0.594, 0.020)
H (-2.107, 1.441, -0.732)
H (-1.730, 0.241, 1.792)
H (0.261, 1.376, -0.288)
H (2.743, -0.139, -0.113)
H (1.798, -1.249, -1.894)
H (-0.591, -1.329, 0.816)
N (1.846, -0.536, 0.099)
N (-0.134, -1.027, -1.230)
O (-2.404, 1.350, 0.191)
O (1.254, 0.235, 1.122)

The gap between HOMO and LUMO is 9.769 eV. The total charge is 0. Its structure (SMILES) is O[C@H]1[C@H]2N=CNO[C@H]12. The value obtained for the HOMO energy is -8.97 eV.

Here are the natural (NBO) charges for atoms 1 to 8, given in e: C 0.1459; C -0.0266; C 0.2261; C -0.1727; H 0.4740; H 0.2064; H 0.1751; H 0.3793

***

two) Molecular formula: C4H6N2O2
Method: DFT, ωB97M-V/def2-TZVPD

Element x y z (Å)
C (1.320, 0.198, 0.082)
C (0.072, -0.740, 0.566)
C (-1.103, -1.190, -0.337)
C (-1.797, 0.091, 0.207)
H (1.398, 2.381, -0.150)
H (-0.309, 1.706, 0.055)
H (3.331, -0.003, -0.506)
H (0.379, -1.471, 1.445)
H (-0.964, -1.057, -1.562)
H (-1.791, -2.137, -0.408)
N (0.639, 1.435, -0.195)
N (2.505, -0.309, -0.014)
O (-2.751, 0.657, -0.257)
O (-0.930, 0.439, 1.075)

The gap between HOMO and LUMO is 10.423 eV. The total charge is 0. Its structure (SMILES) is [H]/N=C(\N)[C@@H]1CC(=O)O1. The value obtained for the HOMO energy is -9.68 eV.

Here are the natural (NBO) charges for atoms 1 to 8, given in e: C 0.4626; C 0.0512; C -0.6017; C 0.7886; H 0.3914; H 0.4370; H 0.3882; H 0.2443

***

Most stable structure - two); separation to the second - 147.1 kJ/mol.

***

one) Molecular formula: C4H6N2O2
Method: DFT, ωB97M-V/def2-TZVPD

Element x y z (Å)
C (-1.369, 0.176, -0.030)
C (0.777, -1.468, -0.077)
C (2.070, -0.601, 0.237)
C (1.190, 0.578, 0.057)
H (-3.133, -0.780, 0.257)
H (-1.462, -1.961, -0.297)
H (0.779, -2.268, 0.713)
H (0.720, -2.018, -0.972)
H (2.521, -0.969, 1.299)
H (2.903, -0.690, -0.471)
N (-2.074, -0.954, -0.208)
N (0.040, -0.238, -0.030)
O (-1.857, 1.299, 0.298)
O (1.344, 1.815, -0.298)

The gap between HOMO and LUMO is 10.320 eV. The total charge is 0. Its structure (SMILES) is NC(=O)N1CCC1=O. The value obtained for the HOMO energy is -9.99 eV.

Here are the natural (NBO) charges for atoms 1 to 8, given in e: C 0.7852; C -0.2286; C -0.4872; C 0.6775; H 0.4476; H 0.4254; H 0.1950; H 0.1977

***

two) Molecular formula: C4H6N2O2
Method: DFT, ωB97M-V/def2-TZVPD

Element x y z (Å)
C (-0.184, 1.064, -0.044)
C (1.453, -0.503, 0.165)
N (-0.526, 1.047, -1.356)
C (-0.752, -0.545, 0.830)
C (0.506, -1.253, 0.736)
O (-1.836, -1.244, 0.362)
N (2.410, -0.280, -0.577)
O (-0.037, 2.067, 0.614)
H (-2.652, -0.800, 0.625)
H (-0.491, 1.908, -1.884)
H (-0.535, 0.167, -1.846)
H (2.936, 0.576, -0.423)
H (-0.934, 0.064, 1.714)
H (0.643, -2.269, 1.084)

The gap between HOMO and LUMO is 8.707 eV. The total charge is 0. The value obtained for the HOMO energy is -8.42 eV.

Here are the natural (NBO) charges for atoms 1 to 8, given in e: C 0.6021; C 0.4227; N -0.8376; C 0.0910; C -0.4540; O -0.6872; N -0.6189; O -0.6188

***

three) Molecular formula: C4H6N2O2
Method: DFT, ωB97M-V/def2-TZVPD

Element x y z (Å)
C (0.426, -0.195, 1.259)
C (-1.216, -0.509, -0.261)
C (-0.470, -1.231, -1.374)
C (-0.229, 1.720, -0.134)
H (0.684, -2.224, 0.838)
H (0.995, 0.674, 1.732)
H (-1.488, -1.266, 0.465)
H (-2.116, -0.052, -0.575)
H (-1.085, -1.983, -2.068)
H (-1.000, 1.989, -0.802)
N (0.842, -1.376, 1.502)
N (-0.335, 0.390, 0.359)
O (0.730, -1.159, -1.472)
O (0.444, 2.540, 0.277)

The gap between HOMO and LUMO is 10.116 eV. The total charge is 0. Its structure (SMILES) is [H]/N=C\N(C=O)CC=O. The value obtained for the HOMO energy is -9.62 eV.

Here are the natural (NBO) charges for atoms 1 to 8, given in e: C 0.2931; C -0.3416; C 0.4214; C 0.5718; H 0.3530; H 0.1771; H 0.2455; H 0.2261

***

Most stable structure - three); separation to the second - 12.0 kJ/mol.

***

one) Molecular formula: C4H6N2O2
Method: DFT, ωB97M-V/def2-TZVPD

Element x y z (Å)
C (-1.752, 1.271, -1.016)
C (-0.323, -0.489, -0.140)
C (-0.135, -1.309, 0.851)
C (1.840, -0.463, 0.450)
H (-0.875, 2.005, -1.288)
H (-2.399, 1.738, -1.798)
H (-2.239, 1.586, -0.044)
H (-0.747, -1.914, 1.656)
H (1.482, -1.236, 2.304)
H (1.360, 0.460, -1.182)
N (1.126, -1.338, 1.180)
N (0.944, -0.137, -0.562)
O (-1.258, -0.056, -0.966)
O (2.976, -0.117, 0.555)

The gap between HOMO and LUMO is 8.666 eV. The total charge is 0. Its structure (SMILES) is COc1c[nH]c(=O)[nH]1. The value obtained for the HOMO energy is -8.02 eV.

Here are the natural (NBO) charges for atoms 1 to 8, given in e: C -0.2691; C 0.4071; C -0.1425; C 0.7363; H 0.1641; H 0.2234; H 0.1847; H 0.2269

***

two) Molecular formula: C4H6N2O2
Method: DFT, ωB97M-V/def2-TZVPD

Element x y z (Å)
C (1.282, -0.080, -0.077)
C (0.412, -1.076, 0.007)
C (-0.872, -0.462, -0.038)
C (-0.623, 0.856, 0.032)
H (2.942, -0.603, 0.437)
H (2.765, 1.072, 0.451)
H (0.646, -2.150, 0.238)
H (-2.918, -0.527, 0.258)
H (-2.328, -2.117, -0.200)
H (-0.778, 2.783, -0.608)
N (2.615, 0.220, -0.278)
N (-2.170, -0.927, -0.200)
O (-1.586, 1.909, 0.003)
O (0.612, 1.102, -0.024)

The gap between HOMO and LUMO is 7.126 eV. The total charge is 0. The value obtained for the HOMO energy is -6.90 eV.

Here are the natural (NBO) charges for atoms 1 to 8, given in e: C 0.3886; C -0.3646; C 0.0022; C 0.4708; H 0.3607; H 0.3713; H 0.2304; H 0.3841

***

three) Molecular formula: C4H6N2O2
Method: DFT, ωB97M-V/def2-TZVPD

Element x y z (Å)
C (2.319, 0.891, 0.807)
C (-2.157, 0.228, -0.729)
N (1.229, -0.027, 0.487)
C (-0.439, -1.800, -0.410)
C (-0.865, -0.342, -0.245)
O (-1.053, -1.460, 0.705)
N (0.206, 0.551, 0.050)
O (0.419, -2.552, -0.777)
H (2.418, 1.665, 0.037)
H (3.256, 0.331, 0.862)
H (2.147, 1.371, 1.776)
H (-2.967, 0.037, -0.016)
H (-2.075, 1.312, -0.854)
H (-2.439, -0.205, -1.693)

The gap between HOMO and LUMO is 9.289 eV. The total charge is 0. Its structure (SMILES) is C/N=N/[C@]1(C)OC1=O. The value obtained for the HOMO energy is -9.55 eV.

Here are the natural (NBO) charges for atoms 1 to 8, given in e: C -0.4677; C -0.6533; N -0.0989; C 0.7873; C 0.2136; O -0.4409; N -0.1938; O -0.5042

***

four) Molecular formula: C4H6N2O2
Method: DFT, ωB97M-V/def2-TZVPD

Element x y z (Å)
C (-0.633, 0.112, 2.445)
C (-0.282, -0.128, -2.098)
C (0.942, -0.549, -1.603)
C (0.905, -0.196, -0.223)
H (0.188, -0.725, 2.547)
H (-1.810, -0.349, 2.879)
H (-0.467, 1.018, 3.106)
H (-1.344, 1.395, -1.044)
H (-0.739, -0.206, -3.081)
H (1.951, -0.882, -2.206)
N (-0.513, -0.154, 0.071)
N (-1.214, 0.298, -1.059)
O (-0.745, 0.679, 1.187)
O (1.835, -0.265, 0.511)

The gap between HOMO and LUMO is 9.374 eV. The total charge is 0. Its structure (SMILES) is COn1[nH]ccc1=O. The value obtained for the HOMO energy is -8.98 eV.

Here are the natural (NBO) charges for atoms 1 to 8, given in e: C -0.2533; C 0.0223; C -0.3580; C 0.5782; H 0.2176; H 0.1421; H 0.2078; H 0.3867

***

Most stable structure - one); separation to the second - 29.0 kJ/mol.

***

one) Molecular formula: C4H6N2O2
Method: DFT, ωB97M-V/def2-TZVPD

Element x y z (Å)
C (1.099, -0.109, 0.024)
C (-0.678, -1.495, -0.097)
C (-1.154, -0.281, -0.012)
C (-0.020, 0.624, 0.026)
H (2.832, 0.284, 0.842)
H (2.581, 1.134, -0.560)
H (1.240, -2.129, -0.286)
H (-1.076, -2.443, -0.070)
H (-2.561, 0.970, 0.441)
H (-0.890, 2.151, -0.681)
N (2.496, 0.162, -0.122)
N (0.684, -1.421, 0.154)
O (-2.456, 0.110, -0.033)
O (-0.027, 1.941, 0.089)

The gap between HOMO and LUMO is 8.115 eV. The total charge is 0. Its structure (SMILES) is Nc1[nH]cc(O)c1O. The value obtained for the HOMO energy is -7.80 eV.

Here are the natural (NBO) charges for atoms 1 to 8, given in e: C 0.2192; C -0.1409; C 0.1867; C 0.1069; H 0.3685; H 0.3781; H 0.3920; H 0.2062

***

two) Molecular formula: C4H6N2O2
Method: DFT, ωB97M-V/def2-TZVPD

Element x y z (Å)
C (-1.363, -0.575, 2.314)
C (0.462, -0.550, -0.913)
C (0.541, 0.641, -1.955)
C (0.715, -0.062, 0.445)
N (-1.100, -1.730, 2.233)
N (0.737, 1.215, 0.354)
O (-1.695, 0.528, 2.401)
O (0.594, 1.831, -1.048)
H (-0.557, -0.878, -0.998)
H (1.028, -1.449, -1.371)
H (1.316, 0.613, -2.765)
H (-0.415, 0.801, -2.598)
H (-1.247, -2.390, 3.005)
H (0.985, 2.007, 0.898)

The gap between HOMO and LUMO is 9.837 eV. The total charge is 0. The value obtained for the HOMO energy is -9.00 eV.

Here are the natural (NBO) charges for atoms 1 to 8, given in e: C 0.8725; C -0.5577; C -0.1067; C 0.1190; N -0.7826; N -0.2887; O -0.5171; O -0.4482

***

three) Molecular formula: C4H6N2O2
Method: DFT, ωB97M-V/def2-TZVPD

Element x y z (Å)
C (-0.255, -0.596, 0.248)
C (0.279, -0.105, 1.605)
N (-0.777, 1.266, -0.984)
C (-1.380, 0.323, -0.205)
C (0.765, -0.358, -0.821)
O (0.489, 0.851, -1.432)
N (1.714, -1.123, -1.113)
O (-2.554, 0.306, 0.089)
H (-1.256, 1.859, -1.649)
H (-0.551, -1.640, 0.310)
H (2.335, -0.797, -1.837)
H (0.578, 0.936, 1.552)
H (1.132, -0.717, 1.905)
H (-0.519, -0.206, 2.334)

The gap between HOMO and LUMO is 10.522 eV. The total charge is 0. Its structure (SMILES) is [H]/N=C1\ONC(=O)[C@@H]1C. The value obtained for the HOMO energy is -9.74 eV.

Here are the natural (NBO) charges for atoms 1 to 8, given in e: C -0.4010; C -0.5815; N -0.3415; C 0.6515; C 0.5615; O -0.3519; N -0.6683; O -0.5692

***

Most stable structure - three); separation to the second - 65.3 kJ/mol.

***

one) Molecular formula: C4H6N2O2
Method: DFT, ωB97M-V/def2-TZVPD

Element x y z (Å)
C (1.709, -0.298, 0.217)
C (-0.716, 1.399, -0.259)
C (-1.668, 0.111, 0.199)
C (0.764, -1.276, -0.304)
H (2.283, 0.305, -0.597)
H (2.459, -0.621, 0.931)
H (-1.148, 2.228, -0.883)
H (-2.159, -0.333, -0.690)
H (-2.662, 0.466, 0.819)
H (1.055, -1.914, -1.224)
N (0.462, 1.684, -0.012)
N (-0.416, -1.626, -0.085)
O (0.931, 0.745, 0.930)
O (-0.894, -0.869, 0.957)

The gap between HOMO and LUMO is 10.049 eV. The total charge is 0. Its structure (SMILES) is C1=N\OC/C=N\OC/1. The value obtained for the HOMO energy is -9.09 eV.

Here are the natural (NBO) charges for atoms 1 to 8, given in e: C -0.1741; C 0.0620; C -0.1543; C 0.0409; H 0.2255; H 0.2354; H 0.1970; H 0.2187

***

two) Molecular formula: C4H6N2O2
Method: DFT, ωB97M-V/def2-TZVPD

Element x y z (Å)
C (-1.175, 0.246, -1.047)
C (-0.277, 0.316, 1.085)
C (1.205, -0.064, 0.823)
C (1.573, -1.227, -0.120)
H (-0.716, 1.866, -2.217)
H (-2.155, -0.043, -1.624)
H (-1.239, -1.407, 0.213)
H (-0.319, 0.142, 2.374)
H (-0.068, 1.590, 0.857)
H (2.639, -1.526, -0.418)
N (-0.421, 1.456, -1.245)
N (-1.352, -0.095, 0.341)
O (1.993, 0.521, 1.409)
O (0.311, -1.774, -0.431)

The gap between HOMO and LUMO is 7.309 eV. The total charge is 0. The value obtained for the HOMO energy is -8.97 eV.

Here are the natural (NBO) charges for atoms 1 to 8, given in e: C 0.2298; C -0.3534; C 0.4822; C 0.3402; H 0.3500; H 0.2022; H 0.4250; H 0.2388

***

Most stable structure - one); separation to the second - 94.5 kJ/mol.